Here is a molecular structure, C14H22ClF3NO7Se2W from the Open Molecules 2025 dataset. Energies are from ωB97M-V/def2-TZVPD.

Atoms and positions in Å:
W (1.27429, 0.03959, 0.47392)
C (2.46506, 1.90103, -0.52911)
C (1.99907, 2.30422, 0.75279)
C (2.67436, 1.53396, 1.72457)
C (3.54317, 0.64979, 1.05410)
C (3.39731, 0.86245, -0.33918)
H (2.11037, 2.25342, -1.48284)
H (1.23248, 3.03772, 0.94301)
H (2.49448, 1.55315, 2.78562)
H (4.16234, -0.10137, 1.51542)
H (3.90288, 0.32137, -1.12214)
O (-2.74526, -1.85640, -3.14573)
C (-2.01430, -1.02468, -4.02513)
C (-0.85609, -0.36160, -3.24571)
C (-0.08252, 0.43378, -4.29824)
O (0.82926, 1.34717, -3.70497)
C (-1.51567, 0.52098, -2.19062)
Se (-0.42658, 1.42404, -0.83013)
C (-0.06227, -1.50874, -2.62811)
Se (1.61545, -1.04478, -1.74938)
H (-3.43950, -2.30679, -3.63549)
H (-2.65316, -0.23985, -4.44594)
H (-1.59138, -1.60360, -4.85488)
H (-0.80712, 0.98465, -4.91028)
H (0.44253, -0.26838, -4.95610)
H (1.37340, 1.72205, -4.40468)
H (-2.29104, -0.04685, -1.69025)
H (-1.97684, 1.38381, -2.67640)
H (0.28539, -2.17791, -3.41815)
H (-0.68847, -2.08993, -1.96250)
F (-0.04726, -2.78007, 0.26064)
C (-0.38793, -1.56962, 0.71669)
F (-1.57675, -1.27463, 0.13327)
F (-0.70651, -1.75267, 2.02340)
O (3.77939, -1.97566, 2.80507)
Cl (2.46160, -2.06600, 2.31076)
O (1.78838, -3.23313, 2.68815)
O (2.45590, -1.90860, 0.81062)
O (1.68832, -0.85228, 2.66348)
C (-3.21342, 0.88992, 3.52428)
N (-1.76180, 0.85378, 3.38670)
C (-0.98714, 0.70653, 4.61544)
C (-1.20286, 0.86444, 2.21129)
O (0.05375, 0.86077, 2.05820)
H (-3.56718, -0.06296, 3.91663)
H (-3.67222, 1.07708, 2.55685)
H (-3.49227, 1.68671, 4.21191)
H (-1.04170, 1.62471, 5.19957)
H (0.04321, 0.47574, 4.36877)
H (-1.41097, -0.11136, 5.19653)
H (-1.85416, 0.90500, 1.33827)

Values from the calculation:
**ΔE to the lowest compared entry with this formula, charge and spin**: 54.8 kcal per mole
**Net charge**: +1
**Gap between HOMO and LUMO**: 6.37 eV
**E_HOMO**: -10.93 eV
**LUMO level**: -0.1674 hartree

Löwdin atomic charge list, values in e, 2 entries: atom 1 (W): 1.3768, atom 2 (C): -0.2053

=====

Here is 2 unconnected molecules or ions with the total composition BrFH2Si from the Open Molecules 2025 dataset. Energies are from ωB97M-V/def2-TZVPD.

Atoms and positions in Å:
F (1.31083, -0.62330, -1.48361)
Si (-0.14445, 0.34007, 0.11367)
Br (-0.63227, -1.35512, 1.42336)
H (-0.83465, 0.30765, -1.16716)
H (0.30054, 1.33070, 1.11374)

Values from the calculation:
**Expectation value of S²**: 2.005
**Multiplicity**: 3
**ΔE to the lowest compared entry with this formula, charge and spin**: 0.0 kcal per mole
**Gap between HOMO and LUMO (alpha / beta)**: 7.50 / 5.67 eV
**E_HOMO (alpha / beta)**: -6.69 / -10.71 eV
**LUMO level (alpha / beta)**: 0.0299 / -0.1850 hartree

Löwdin atomic charge list, values in e, 2 entries: atom 1 (F): -0.1089, atom 2 (Si): 0.1691

=====

Here is 3 unconnected molecules or ions with the total composition C2H11N2O2 from the Open Molecules 2025 dataset. Energies are from ωB97M-V/def2-TZVPD.

Atoms and positions in Å:
C (0.70039, 0.91081, 2.06187)
C (1.47183, -0.10421, 2.36040)
N (1.49996, -1.22202, 1.36005)
N (-0.14203, 0.85176, 0.90841)
H (0.62236, 1.73874, 2.74950)
H (2.03127, -0.23084, 3.27025)
H (0.51993, -1.33171, 1.03900)
H (2.07442, -0.97400, 0.55484)
H (1.77345, -2.11049, 1.78881)
H (0.06615, 1.57225, 0.21344)
H (-1.04893, 1.13986, 1.29634)
H (0.20370, -2.31145, -5.51249)
H (0.41337, -2.17208, -7.00258)
O (0.15490, -2.82312, -6.32679)
H (-3.32051, 1.84882, -0.19128)
H (-3.55029, 3.08734, 0.71399)
O (-3.46996, 2.13036, 0.71625)

Values from the calculation:
**ΔE to the lowest compared entry with this formula, charge and spin**: 50.7 kcal per mole
**Net charge**: +1
**Gap between HOMO and LUMO**: 9.76 eV
**E_HOMO**: -13.38 eV
**LUMO level**: -0.1332 hartree

Löwdin atomic charge list, values in e, 2 entries: atom 1 (C): -0.1547, atom 2 (C): -0.0591

=====

Here is a molecular structure, C22H30N5O3RhS from the Open Molecules 2025 dataset. Energies are from ωB97M-V/def2-TZVPD.

Atoms and positions in Å:
Rh (0.20064, 1.37313, 0.05108)
C (-1.44202, 0.68330, 3.88694)
C (-1.13839, 1.04676, 2.47387)
N (0.01895, 1.39267, 2.05174)
C (1.24841, 1.58376, 2.80216)
C (2.40393, 0.98789, 1.97972)
N (2.22892, 1.14577, 0.49108)
C (3.07029, 2.16618, -0.14108)
C (2.36779, 3.47717, 0.07508)
N (0.95218, 3.36715, -0.39198)
C (0.81718, 3.66935, -1.87294)
C (0.61922, 2.39017, -2.69802)
N (-0.39060, 1.74755, -1.89738)
C (-1.63248, 1.62001, -2.16044)
C (-2.25340, 1.82184, -3.50068)
C (-2.46920, 1.31460, -0.93680)
C (-3.82985, 1.07996, -0.85012)
C (-4.36638, 0.81530, 0.40456)
C (-3.55861, 0.76702, 1.53945)
C (-2.20861, 1.02442, 1.39334)
N (-1.74513, 1.33072, 0.17670)
H (-1.32947, 1.54662, 4.54575)
H (-0.74786, -0.09057, 4.21832)
H (-2.45265, 0.30295, 3.99744)
H (1.21869, 1.12005, 3.78788)
H (1.37729, 2.65833, 2.94712)
H (2.47630, -0.07802, 2.17528)
H (3.33618, 1.46143, 2.28726)
H (2.41281, 0.23827, 0.05788)
H (3.16071, 1.92892, -1.20131)
H (4.07991, 2.18642, 0.27269)
H (2.87673, 4.28267, -0.45508)
H (2.35437, 3.74222, 1.13283)
H (0.39356, 4.03382, 0.12947)
H (1.68769, 4.22963, -2.21282)
H (-0.06156, 4.30018, -1.99612)
H (1.50576, 1.75913, -2.72424)
H (0.32730, 2.61474, -3.72394)
H (-1.67625, 1.29363, -4.25842)
H (-2.27967, 2.88202, -3.76425)
H (-3.27346, 1.44983, -3.52472)
H (-4.45846, 1.08163, -1.72842)
H (-5.42757, 0.62827, 0.50072)
H (-3.98430, 0.53336, 2.50446)
C (0.81319, -7.32163, -0.06219)
C (0.71979, -5.82362, -0.16251)
C (0.04097, -5.08198, 0.80282)
C (-0.12541, -3.71575, 0.67018)
C (0.43824, -3.07293, -0.42818)
C (1.12912, -3.78615, -1.40070)
C (1.28136, -5.15230, -1.24584)
S (0.14129, -1.38952, -0.69209)
O (-1.18671, -1.15811, -1.22093)
O (1.21686, -0.84857, -1.52148)
O (0.25218, -0.70082, 0.69543)
H (0.05843, -7.72059, 0.61253)
H (1.79065, -7.62552, 0.31821)
H (0.68975, -7.78247, -1.04092)
H (-0.38205, -5.59025, 1.66037)
H (-0.68019, -3.15473, 1.41107)
H (1.55511, -3.27386, -2.25240)
H (1.83855, -5.71148, -1.98744)

Values from the calculation:
**ΔE to the lowest compared entry with this formula, charge and spin**: 16.4 kcal per mole
**Net charge**: +2
**Gap between HOMO and LUMO**: 6.77 eV
**E_HOMO**: -13.58 eV
**LUMO level**: -0.2504 hartree

Löwdin atomic charge list, values in e, 2 entries: atom 1 (Rh): 1.2575, atom 2 (C): 0.0294

=====

| no. | strongest force on any atom (Eh/bohr) |
| --- | --- |
| 1 | 0.019 |
| 2 | 0.041 |
| 3 | 0.024 |
| 4 | 0.047 |